(1)
Formula: C2H3BrN2O
Source: the OMol25 dataset
Level of theory: ωB97M-V/def2-TZVPD

Atoms and positions in Å:
C -0.98690 -1.09545 0.19361
C 0.34488 -0.59373 0.52689
N 0.78180 1.73170 -0.71425
N -0.17488 1.13931 -0.39089
O -1.85630 -1.10141 1.03832
Br 1.92518 -1.13620 -0.33949
H -1.34440 -1.38495 -0.90625
H 0.46767 -0.28956 1.59298
H 0.84295 2.73030 -1.00093

Forces on the atoms, in the same order (eV/Å):
C -1.7 -1.2 -1.1
C 0.0 1.8 -0.8
N 2.1 -0.5 0.5
N -0.4 0.1 0.9
O 0.4 0.1 -0.2
Br -0.5 0.0 0.2
H 1.4 0.5 1.7
H -0.1 -0.3 -1.0
H -1.2 -0.6 -0.2

- Multiplicity: 1
- E_tot: -2836.6402 Ha
- Frontier orbital gap (alpha / beta): 8.38 / 8.38 eV

How positive or negative is each atom? The Löwdin charges in e answer that:
1. C -0.4234
2. C -0.6529
3. N -0.0036
4. N 0.0283
5. O 0.0168
6. Br 0.6871
7. H 0.1534
8. H 0.0875
9. H 0.1066


(2)
Formula: C2H3BrN2O2S
Source: the OMol25 dataset
Level of theory: ωB97M-V/def2-TZVPD

Atoms and positions in Å:
C 1.66954 -1.36232 -0.81790
C -0.61798 1.37885 0.56157
N 0.58724 -0.95523 -0.40047
N 2.83842 -1.60943 -1.15607
O -1.68194 -0.61868 1.74709
O -2.38683 -0.47177 -0.56204
S -1.35410 -0.24894 0.40437
Br -1.93725 2.26290 1.64685
H 0.42106 1.10620 0.98977
H -0.71487 2.00115 -0.32880
H 3.17670 -1.48274 -2.08435

Forces on the atoms, in the same order (eV/Å):
C -1.7 1.4 0.5
C 0.7 -0.3 0.2
N -0.2 0.0 0.3
N -1.0 -0.3 1.1
O 1.5 -0.9 -0.7
O 1.6 0.4 -0.2
S -0.1 -1.3 -0.3
Br 0.2 0.7 0.6
H -1.8 1.0 -0.6
H 0.9 -0.8 -0.3
H -0.1 0.0 -0.5

- Multiplicity: 1
- E_tot: -3310.0503 Ha
- Frontier orbital gap: 6.91 eV

How positive or negative is each atom? The Löwdin charges in e answer that:
1. C -0.4427
2. C -0.6727
3. N -0.0021
4. N 0.0816
5. O -0.3229
6. O -0.2601
7. S 0.6930
8. Br 0.7426
9. H 0.1018
10. H 0.0437
11. H 0.0377


(3)
Formula: C2H3BrN4
Source: the OMol25 dataset
Level of theory: ωB97M-V/def2-TZVPD

Atoms and positions in Å:
C 0.11366 -1.91221 0.97188
C -0.42783 0.24474 -0.21275
N 0.27340 -2.81064 1.67094
N 1.47626 0.89166 -1.73457
N -0.97827 0.95292 0.70350
N 0.05752 -0.99693 -0.00415
Br 0.98447 2.11931 -2.88347
H -1.20204 1.88647 0.51519
H -1.04909 0.82928 1.70625
H 0.75191 -1.20461 -0.73282

Forces on the atoms, in the same order (eV/Å):
C -0.1 0.0 0.6
C 0.7 0.1 -1.5
N -0.2 0.0 0.4
N 0.0 -0.4 0.3
N -0.5 -0.1 2.1
N 1.1 -0.1 -1.2
Br -0.1 0.3 -0.3
H -0.4 1.3 -0.9
H 0.1 -1.0 0.3
H -0.6 -0.1 0.2

- Multiplicity: 1
- E_tot: -2870.8258 Ha
- Frontier orbital gap (alpha / beta): 7.73 / 7.72 eV

How positive or negative is each atom? The Löwdin charges in e answer that:
1. C -0.2969
2. C -0.2394
3. N 0.1471
4. N -0.5725
5. N 0.1075
6. N 0.0063
7. Br 0.5349
8. H 0.0775
9. H 0.1157
10. H 0.1199